A.
DFT (ωB97M-V/def2-TZVPD) results for 13 unconnected molecules or ions with the total composition H26O13.

```
39
Properties=species:S:1:pos:R:3:mulliken_charge:R:1
H -0.080 -0.291 0.470 0.37
H 1.338 0.260 0.600 0.25
H -3.616 -0.249 0.343 0.21
H -5.094 -0.435 0.581 0.33
H -0.793 -3.374 2.620 0.33
H -0.876 -3.564 4.101 0.31
H 5.095 -1.571 0.992 0.31
H 3.899 -1.922 1.792 0.32
H -3.299 0.976 -1.969 0.26
H -3.571 0.846 -3.447 0.29
H -0.931 2.108 3.868 0.32
H -0.513 3.350 3.187 0.26
H 4.612 1.116 -1.602 0.31
H 4.628 -0.357 -1.973 0.28
H -0.170 3.169 0.783 0.28
H 0.669 4.372 1.109 0.31
H -2.272 -2.123 -0.920 0.29
H -3.702 -2.587 -0.732 0.31
H 0.962 -3.724 -0.869 0.30
H 2.408 -3.292 -0.999 0.32
H -0.960 1.581 -1.130 0.23
H -1.435 0.488 -0.082 0.24
H 3.023 3.035 -0.362 0.31
H 2.276 4.144 -1.112 0.29
H -0.705 -0.882 -1.666 0.18
H -1.107 -0.104 -2.921 0.29
O 0.893 -0.499 0.184 -0.57
O -4.452 0.270 0.427 -0.57
O -1.219 -2.980 3.443 -0.64
O 4.669 -2.362 1.297 -0.63
O -3.811 0.540 -2.558 -0.54
O -1.182 2.983 3.650 -0.59
O 4.220 0.233 -1.407 -0.58
O 0.220 3.959 0.371 -0.59
O -2.880 -2.924 -1.119 -0.58
O 1.846 -4.028 -0.720 -0.62
O -0.681 0.923 -0.537 -0.47
O 3.019 3.609 -1.177 -0.61
O -0.426 -0.694 -2.517 -0.54
```

Results
Charge = 0
Spin multiplicity = 1
Kohn-Sham gap = 10.06 eV

***

B.
DFT (ωB97M-V/def2-TZVPD) results for 13 unconnected molecules or ions with the total composition H26O13.

```
39
Properties=species:S:1:pos:R:3:mulliken_charge:R:1
H 0.783 0.447 -0.592 0.18
H -0.619 1.027 -0.502 0.23
H -2.928 3.419 0.890 0.25
H -1.787 3.846 1.798 0.28
H -1.500 -0.247 -3.942 0.28
H -0.161 -0.011 -4.622 0.31
H 2.364 -3.349 1.043 0.27
H 3.497 -2.701 0.263 0.29
H 2.601 0.723 -1.695 0.37
H 3.673 -0.355 -1.688 0.27
H 0.085 -1.423 3.692 0.23
H -1.376 -1.027 3.832 0.29
H -0.226 2.971 -3.046 0.29
H -0.766 1.792 -2.254 0.27
H 1.614 -0.141 3.627 0.27
H 3.091 -0.076 3.275 0.27
H -0.170 2.242 1.961 0.24
H -1.163 1.489 2.831 0.19
H -2.920 -0.933 0.731 0.25
H -3.754 -0.136 1.722 0.27
H 2.690 1.602 1.245 0.29
H 2.362 1.103 -0.153 0.16
H 0.989 -4.171 -1.195 0.31
H 0.399 -3.301 -2.293 0.29
H -3.224 -0.951 -2.122 0.31
H -3.851 -1.770 -3.239 0.31
O 0.016 0.495 -0.010 -0.24
O -2.232 3.064 1.454 -0.48
O -0.875 0.451 -4.169 -0.61
O 3.039 -2.664 1.111 -0.55
O 2.738 -0.211 -1.500 -0.65
O -0.659 -1.071 3.189 -0.55
O -0.520 2.720 -2.164 -0.61
O 2.232 -0.313 2.908 -0.55
O -0.681 1.425 1.999 -0.43
O -2.848 -0.412 1.539 -0.51
O 2.505 1.912 0.351 -0.59
O 1.234 -3.669 -1.980 -0.61
O -3.651 -1.797 -2.296 -0.62
```

Results
Charge = 0
Spin multiplicity = 1
Kohn-Sham gap = 8.71 eV

***

C.
DFT (ωB97M-V/def2-TZVPD) results for 13 unconnected molecules or ions with the total composition H26O13.

```
39
Properties=species:S:1:pos:R:3:mulliken_charge:R:1
O 4.351 2.256 13.297 -0.66
H 4.447 1.289 13.492 0.31
H 3.687 2.651 13.852 0.26
O 2.899 -0.648 13.398 -0.60
H 2.650 -0.204 12.644 0.35
H 3.335 -1.421 13.147 0.34
O 2.742 3.013 15.964 -0.65
H 2.586 3.788 16.454 0.26
H 2.644 2.222 16.571 0.36
O -0.406 -0.057 15.796 -0.60
H -1.170 0.546 15.834 0.27
H -0.697 -0.690 15.146 0.38
O -0.577 -0.796 13.293 -0.74
H 0.333 -0.904 13.486 0.34
H -0.678 0.202 13.259 0.39
O -1.739 2.103 13.419 -0.57
H -2.359 2.211 12.728 0.26
H -1.065 2.785 13.358 0.30
O 4.224 2.473 10.636 -0.69
H 4.353 2.870 11.533 0.36
H 4.262 3.326 10.097 0.33
O 2.896 5.033 9.099 -0.60
H 1.947 4.889 9.201 0.36
H 2.985 5.228 8.152 0.31
O 0.800 4.046 10.443 -0.72
H 1.009 4.288 11.353 0.32
H 1.463 3.357 10.148 0.34
O 1.941 0.941 11.482 -0.55
H 1.062 0.877 10.974 0.25
H 2.661 1.344 10.907 0.26
O 1.862 0.550 17.537 -0.65
H 1.047 0.086 17.312 0.30
H 2.451 -0.201 17.422 0.31
O 0.934 3.012 13.855 -0.62
H 1.489 2.805 14.595 0.34
H 1.277 2.427 13.197 0.39
O -0.403 1.006 9.918 -0.61
H -0.676 1.956 9.796 0.31
H -0.948 0.346 9.420 0.27
```

Results
Charge = 0
Spin multiplicity = 1
Kohn-Sham gap = 10.81 eV

***

D.
DFT (ωB97M-V/def2-TZVPD) results for 13 unconnected molecules or ions with the total composition H26O13.

```
39
Properties=species:S:1:pos:R:3:mulliken_charge:R:1
H 0.086 -0.208 -1.109 0.25
H -0.021 -0.218 0.407 0.31
H -2.303 1.446 0.815 0.36
H -2.270 2.491 -0.288 0.40
H 3.558 -2.190 0.385 0.32
H 5.009 -2.125 -0.063 0.31
H 0.825 -3.355 -1.853 0.26
H 2.035 -3.299 -0.936 0.26
H -1.959 -1.611 -0.386 -0.04
H -1.401 -2.102 -1.712 0.43
H -0.132 3.959 0.394 0.32
H 0.148 2.738 -0.467 0.32
H 1.326 2.110 3.822 0.29
H 1.951 0.736 3.640 0.32
H 0.150 0.779 -2.869 0.27
H 1.653 0.978 -2.754 0.23
H 4.001 3.099 -1.362 0.28
H 3.687 1.811 -2.105 0.31
H -1.609 0.007 -1.232 0.15
H -2.807 0.894 -0.937 0.41
H -3.856 -0.242 -1.371 0.26
H -3.669 -1.480 -0.510 0.41
H 0.346 -0.141 3.287 0.35
H 0.720 -1.134 2.198 0.29
H -2.738 -1.176 3.236 0.31
H -1.782 -1.312 2.062 0.30
O 0.066 -0.805 -0.353 -0.38
O -2.846 2.121 0.391 -0.75
O 4.387 -2.680 0.421 -0.64
O 1.380 -2.737 -1.364 -0.50
O -1.675 -2.412 -0.841 -0.57
O -0.148 3.654 -0.520 -0.65
O 1.571 1.470 3.144 -0.60
O 0.925 0.458 -2.394 -0.55
O 3.294 2.462 -1.513 -0.57
O -1.844 0.901 -0.960 -0.64
O -4.271 -1.082 -1.149 -0.58
O 0.867 -0.223 2.480 -0.64
O -2.655 -1.583 2.366 -0.61
```

Results
Charge = 0
Spin multiplicity = 1
Kohn-Sham gap = 10.05 eV

***

The structure with the greatest stability is C.

***

A.
DFT (ωB97M-V/def2-TZVPD) results for 12 unconnected molecules or ions with the total composition H26O13.

```
39
Properties=species:S:1:pos:R:3:mulliken_charge:R:1
H -0.945 0.549 0.185 0.27
H -0.100 -0.707 0.056 0.25
H 3.743 -0.275 -1.112 0.27
H 3.502 1.059 -0.425 0.33
H 0.494 -2.305 -3.219 0.29
H 1.258 -0.995 -3.119 0.32
H -5.025 -2.762 1.033 0.32
H -4.549 -1.368 0.658 0.35
H 2.236 2.691 -2.830 0.29
H 1.172 3.311 -1.939 0.28
H -1.274 0.837 2.959 0.30
H -0.608 -0.288 2.183 0.32
H -3.063 0.061 -1.064 0.35
H -2.338 -1.021 -0.282 0.24
H 4.039 -2.208 2.104 0.15
H 4.559 -1.321 0.983 0.28
H -4.261 3.343 0.040 0.32
H -2.784 3.324 -0.316 0.29
H 2.326 -2.777 0.245 0.28
H 2.675 -1.646 -0.709 0.20
H 2.969 -0.039 2.726 0.28
H 1.621 -0.338 3.360 0.28
H -2.811 -2.835 -0.530 0.27
H -3.563 -3.120 -1.819 0.34
H 0.798 4.445 0.626 0.33
H -0.680 4.758 0.794 0.30
O -0.177 0.194 -0.276 -0.63
O 4.208 0.479 -0.731 -0.64
O 1.349 -1.941 -2.962 -0.59
O -5.342 -1.862 0.896 -0.62
O 1.676 2.499 -2.069 -0.55
O -0.467 0.619 2.479 -0.58
O -2.838 -0.206 -0.166 -0.59
O 3.765 -1.776 1.287 -0.40
O -3.639 2.986 -0.604 -0.61
O 3.076 -2.286 -0.110 -0.50
O 2.103 -0.413 2.529 -0.54
O -3.168 -3.559 -1.057 -0.60
O 0.062 4.893 0.194 -0.62
```

Results
Charge = 0
Spin multiplicity = 1
Kohn-Sham gap = 6.29 eV

***

B.
DFT (ωB97M-V/def2-TZVPD) results for a molecular structure, H26O13.

```
39
Properties=species:S:1:pos:R:3:mulliken_charge:R:1
H -0.779 0.391 0.573 0.14
H -0.172 -0.894 -0.108 0.28
H -0.068 1.758 3.820 0.34
H 0.206 1.081 2.561 0.24
H 0.013 -2.579 -2.957 0.37
H 0.591 -1.917 -4.144 0.32
H -2.509 3.822 -1.921 0.39
H -2.280 5.033 -0.880 0.28
H 2.906 0.466 1.217 0.29
H 4.239 0.576 0.433 0.36
H -0.281 3.536 0.182 0.25
H -0.896 2.196 0.486 0.25
H 2.920 -1.150 0.822 0.36
H 3.414 -2.523 1.390 0.26
H 0.917 -1.479 2.993 0.23
H 1.406 -0.242 2.368 0.18
H -2.220 -3.142 -1.508 0.35
H -1.072 -2.119 -0.955 0.24
H 0.143 -5.152 0.409 0.29
H -0.375 -4.484 -0.769 0.31
H -2.710 2.179 -2.111 0.35
H -3.697 2.645 -3.067 0.35
H -4.565 2.744 2.744 0.32
H -3.247 2.045 2.506 0.29
H 3.912 -2.038 -1.719 0.34
H 3.287 -2.127 -0.455 0.24
O -0.957 -0.532 0.193 -0.56
O 0.280 1.954 2.874 -0.56
O 0.873 -2.573 -3.515 -0.64
O -2.517 4.102 -1.038 -0.62
O 3.226 0.833 0.370 -0.66
O -0.362 2.690 -0.100 -0.48
O 2.867 -1.740 1.534 -0.62
O 1.381 -1.202 2.240 -0.39
O -1.906 -2.162 -1.457 -0.57
O -0.576 -4.626 0.173 -0.59
O -2.694 2.538 -3.011 -0.74
O -3.655 2.871 2.246 -0.60
O 4.156 -1.982 -0.749 -0.59
```

Results
Charge = 0
Spin multiplicity = 1
Kohn-Sham gap = 8.75 eV

***

The structure with the greatest stability is A.

***

A.
DFT (ωB97M-V/def2-TZVPD) results for 13 unconnected molecules or ions with the total composition H26O13.

```
39
Properties=species:S:1:pos:R:3:mulliken_charge:R:1
O 0.492 2.608 -2.323 -0.60
H 1.291 3.146 -2.354 0.30
H 0.532 2.162 -1.462 0.32
O -0.321 0.833 -0.189 0.09
H 0.462 0.280 -0.313 0.12
H -0.991 0.227 0.147 -0.05
O -1.462 0.454 -2.796 -0.65
H -1.263 1.376 -3.007 0.31
H -1.980 0.500 -1.987 0.30
O -1.872 3.543 0.223 -0.63
H -1.573 2.721 0.632 0.29
H -1.168 4.174 0.401 0.31
O 3.506 0.771 -0.146 -0.65
H 2.892 0.366 -0.784 0.37
H 3.253 0.400 0.724 0.37
O -2.386 1.295 2.335 -0.71
H -3.020 1.935 2.675 0.31
H -2.777 0.963 1.501 0.31
O 2.327 -2.588 1.470 -0.63
H 3.271 -2.690 1.302 0.33
H 2.181 -1.634 1.467 0.32
O -1.246 -2.405 -0.185 -0.73
H -1.005 -2.025 0.678 0.30
H -0.406 -2.425 -0.683 0.37
O -3.182 -0.571 0.246 -0.59
H -4.000 -0.916 -0.127 0.28
H -2.542 -1.301 0.147 0.39
O 1.692 -0.102 -2.156 -0.53
H 2.437 -0.402 -2.693 0.26
H 1.062 0.274 -2.794 0.19
O 1.090 -2.945 -1.703 -0.66
H 1.517 -2.194 -1.272 0.35
H 1.694 -3.683 -1.570 0.30
O -0.937 -1.201 2.291 -0.54
H -1.323 -1.950 2.763 0.27
H -1.478 -0.439 2.532 0.32
O 1.988 0.345 2.060 -0.63
H 1.687 -0.112 2.858 0.28
H 1.560 1.209 2.095 0.25
```

Results
Charge = 0
Spin multiplicity = 1
Kohn-Sham gap = 10.62 eV

***

B.
DFT (ωB97M-V/def2-TZVPD) results for 13 unconnected molecules or ions with the total composition H26O13.

```
39
Properties=species:S:1:pos:R:3:mulliken_charge:R:1
O -0.621 1.462 3.194 -0.59
H 0.149 2.095 3.219 0.34
H -1.402 1.979 3.060 0.24
O 1.371 -2.486 -2.283 -0.65
H 0.907 -2.633 -1.443 0.40
H 2.200 -2.923 -2.002 0.34
O -0.295 1.885 -2.728 -0.58
H -0.025 2.226 -3.570 0.25
H -0.886 1.118 -2.805 0.34
O 1.781 2.663 -0.576 -0.69
H 0.839 2.692 -0.444 0.25
H 1.919 1.846 -1.042 0.46
O -1.297 -0.649 -2.217 -0.60
H -1.238 -1.389 -2.817 0.24
H -2.119 -0.300 -2.540 0.30
O -0.940 3.018 0.611 -0.67
H -0.903 2.048 0.626 0.44
H -1.322 3.265 1.466 0.26
O -0.520 0.254 0.427 -0.12
H -0.421 -0.145 -0.447 0.04
H 0.260 -0.015 0.804 0.23
O 2.227 -0.311 1.141 -0.67
H 2.284 -0.436 0.230 0.16
H 2.946 -0.895 1.522 0.32
O -2.696 -0.092 1.688 -0.71
H -3.033 -0.773 1.147 0.37
H -1.786 0.002 1.316 0.41
O -3.312 -2.305 0.180 -0.70
H -2.419 -2.243 0.073 0.36
H -3.652 -1.760 -0.519 0.33
O -0.324 -2.569 -0.085 -0.71
H 0.106 -2.759 0.766 0.28
H -0.670 -3.433 -0.323 0.31
O 1.587 0.239 -1.529 -0.62
H 0.846 0.443 -2.141 0.22
H 1.916 -0.677 -1.778 0.33
O 2.655 0.686 3.567 -0.64
H 3.518 0.316 3.594 0.25
H 2.374 0.556 2.660 0.46
```

Results
Charge = 0
Spin multiplicity = 1
Kohn-Sham gap = 8.86 eV

***

The structure with the greatest stability is A.